(1)
ORCA calculation (ωB97M-V/def2-TZVPD) on the ion CClN4 with charge -1.

Computed properties:
LUMO energy   3.70 eV
E   -19520.394 eV
Charge   -1

Last column: natural (NBO) charge in e.
Positions of all 6 atoms, in Å:
C  -0.84995  0.00000  -0.00007  0.168
N  -0.12150  -1.11076  -0.00003  -0.391
N  -0.12150  1.11076  0.00004  -0.391
N  1.12262  -0.64879  0.00009  -0.170
N  1.12262  0.64879  -0.00002  -0.170
Cl  -2.55906  0.00000  0.00002  -0.045


(2)
ORCA calculation (ωB97M-V/def2-TZVPD) on an isolated molecule of C3H9N5 in a non-equilibrium geometry.

Computed properties:
LUMO energy   0.16 eV
SMILES   [H]/N=C(\N=N\[H])N(N)CC
E   -10704.795 eV
Charge   0

Last column: natural (NBO) charge in e.
Positions of all 17 atoms, in Å:
H  -2.75392  0.84254  -0.85419  0.341
N  -2.34174  0.49513  0.01764  -0.739
C  -1.15780  0.07469  -0.30857  0.504
N  -0.77456  0.25165  -1.63011  -0.169
N  -0.99550  -0.77309  -2.31126  -0.294
H  -0.70724  -0.64575  -3.29020  0.319
N  -0.27046  -0.45430  0.61529  -0.281
N  -0.68043  -0.43218  1.97560  -0.632
C  1.20748  -0.57067  0.24509  -0.215
C  1.87923  0.78761  0.25188  -0.629
H  -1.41321  -1.13905  2.08621  0.360
H  -1.17803  0.44810  2.15269  0.365
H  1.35759  -1.07937  -0.71164  0.207
H  1.65889  -1.21624  1.00582  0.218
H  1.67537  1.32555  1.18327  0.217
H  1.53128  1.41293  -0.57602  0.213
H  2.96306  0.67246  0.14850  0.214


(3)
ORCA calculation (ωB97M-V/def2-TZVPD) on a structure of composition C23H31AsCl2N2O2Sr in a non-equilibrium geometry.

Computed properties:
LUMO energy   0.29 eV
E   -118148.942 eV
Charge   0

Last column: Löwdin charge in e.
Positions of all 62 atoms, in Å:
Sr  0.36606  -0.63342  0.36126  1.292
O  1.37218  -2.43236  0.59293  -0.388
C  1.22905  -3.49419  1.31026  -0.361
C  1.86343  -4.70836  0.92963  -0.020
C  1.73557  -5.85965  1.66439  -0.091
C  0.95692  -5.88576  2.83022  -0.115
C  0.32742  -4.73508  3.23048  -0.064
C  0.44560  -3.53136  2.51093  -0.143
C  -0.28851  -2.38944  2.98530  -0.094
N  -0.23260  -1.21715  2.47461  -0.160
C  -1.18696  -0.21400  2.88322  -0.226
C  -2.36589  -0.21689  1.89792  -0.207
N  -1.87848  -0.25454  0.53018  -0.156
C  -2.69081  -0.58127  -0.40843  -0.108
C  -2.38923  -0.74978  -1.80615  -0.145
C  -3.47982  -1.04816  -2.64959  -0.062
C  -3.32077  -1.31805  -3.98321  -0.111
C  -2.02507  -1.31875  -4.52134  -0.086
C  -0.93883  -1.02712  -3.73755  -0.015
C  -1.06267  -0.71123  -2.35665  -0.373
O  -0.02003  -0.41793  -1.66199  -0.414
H  2.45604  -4.68465  0.02301  0.110
H  2.23944  -6.76368  1.34293  0.101
H  0.84749  -6.79918  3.39954  0.093
H  -0.27719  -4.74405  4.13205  0.106
H  -0.95198  -2.57900  3.84365  0.132
H  -0.69436  0.76514  2.85786  0.096
H  -1.57369  -0.38477  3.89646  0.119
H  -2.98342  0.67450  2.06522  0.123
H  -2.99362  -1.09186  2.10934  0.122
H  -3.74383  -0.76440  -0.14913  0.133
H  -4.47336  -1.06291  -2.21312  0.106
H  -4.17534  -1.54227  -4.60725  0.094
H  -1.88584  -1.55316  -5.56994  0.102
H  0.06394  -1.03204  -4.14681  0.112
Cl  3.15444  -0.70160  -1.40961  0.592
C  4.22292  -0.79098  -0.00355  -0.946
Cl  3.44550  -0.04756  1.40036  0.543
H  5.13825  -0.25372  -0.21591  0.030
H  4.40040  -1.83492  0.22396  0.033
C  2.34033  2.89194  -2.46481  -0.169
C  1.94603  3.39195  -1.07736  -0.431
As  0.68880  2.18329  -0.15161  1.169
C  0.50345  3.21788  1.54265  -0.430
C  0.77778  4.72094  1.53186  -0.171
C  -0.97024  2.62928  -1.10621  -0.412
C  -1.46102  4.07301  -1.06049  -0.159
H  2.98203  3.62147  -2.96218  0.069
H  1.46175  2.73385  -3.09325  0.065
H  2.88149  1.94872  -2.40276  0.025
H  1.49015  4.38002  -1.14560  0.052
H  2.82943  3.46688  -0.44031  0.065
H  1.18554  2.73727  2.24918  0.050
H  -0.51063  3.02788  1.90803  0.053
H  1.80240  4.93057  1.22662  0.059
H  0.63797  5.13489  2.53242  0.069
H  0.10939  5.24986  0.85394  0.049
H  -1.73280  1.96587  -0.70232  0.041
H  -0.80432  2.30821  -2.13693  0.065
H  -1.74585  4.35352  -0.04533  0.059
H  -2.34112  4.19587  -1.69483  0.071
H  -0.70287  4.77240  -1.41616  0.058


(4)
ORCA calculation (ωB97M-V/def2-TZVPD) on the ion C3H5NO6P with charge +1 in a non-equilibrium geometry.

Computed properties:
LUMO energy   -3.96 eV
E   -26248.888 eV
Charge   +1

Last column: natural (NBO) charge in e.
Positions of all 16 atoms, in Å:
C  -1.31876  1.92236  -0.62025  1.073
C  1.11504  0.63127  0.20679  0.168
C  0.71722  -0.60795  -0.15548  0.288
N  0.79271  -1.66012  0.90386  -0.707
O  -0.93866  2.31198  0.39546  -0.444
O  -2.21096  -0.86594  -2.45067  -0.932
O  -1.69425  1.40527  -1.57895  -0.541
O  -1.77287  -0.40044  0.22158  -1.071
O  0.08137  -0.93369  -1.29535  -0.728
O  1.66909  1.07186  1.30679  -0.653
P  -1.54681  -0.67966  -1.19146  2.448
H  0.84001  1.30642  -0.55550  0.183
H  -0.21927  -1.91088  1.16298  0.467
H  1.12292  -1.14027  1.70465  0.456
H  1.34032  -2.47565  0.72524  0.451
H  2.02290  2.02543  1.22032  0.542


(5)
ORCA calculation (ωB97M-V/def2-TZVPD) on a structure of composition C44H58BrFN5O5SSiTeZr in a non-equilibrium geometry.

Computed properties:
LUMO energy   -3.26 eV
E   -164305.366 eV
Charge   +1

Last column: Löwdin charge in e.
Positions of all 118 atoms, in Å:
Zr  -0.54505  -0.29837  0.99410  1.074
C  3.27399  -1.37913  -5.55840  -0.052
C  2.10644  -2.15450  -4.97663  -0.163
N  1.38325  -1.39163  -3.94661  0.000
C  1.80859  -1.49571  -2.68024  0.040
C  1.17135  -0.93739  -1.60341  -0.127
C  1.89658  -1.11484  -0.27990  -0.651
O  2.94588  -1.69915  -0.24569  0.101
O  1.38487  -0.44859  0.75106  -0.337
C  0.01159  -0.16905  -1.84658  -0.319
O  -0.68412  0.37286  -0.90206  -0.250
C  -0.41084  -0.00641  -3.19033  -0.061
C  -1.56294  0.75501  -3.49760  0.088
C  -1.91850  0.95953  -4.78161  -0.184
F  -3.06320  1.61945  -5.04878  0.080
C  -1.14569  0.48100  -5.88624  -0.142
C  -0.05844  -0.32353  -5.58054  0.060
C  0.29629  -0.59703  -4.24754  -0.109
N  -1.49284  0.78726  -7.17091  -0.066
C  -2.00899  2.10082  -7.55680  -0.117
C  -1.07069  2.73661  -8.59666  -0.174
N  0.29730  2.27076  -8.35623  -0.073
C  0.43248  0.84971  -8.70761  -0.163
C  -0.84906  0.12097  -8.28457  -0.134
H  3.82203  -2.00407  -6.26122  0.087
H  3.96518  -1.07644  -4.77128  0.083
H  2.93480  -0.48689  -6.08560  0.054
H  2.43951  -3.07657  -4.50200  0.134
H  1.39001  -2.44099  -5.74331  0.121
H  2.68676  -2.10337  -2.50523  0.158
H  -2.16781  1.15478  -2.69549  0.144
H  0.55898  -0.69281  -6.37935  0.088
H  -2.07781  2.73750  -6.68117  0.114
H  -3.01332  1.99923  -7.97685  0.132
H  -1.09463  3.82003  -8.48211  0.125
H  -1.41013  2.50943  -9.61521  0.121
H  0.77995  2.97386  -6.60877  0.115
H  0.94594  2.81090  -8.91602  0.126
H  1.31312  0.44650  -8.20086  0.102
H  0.57576  0.70671  -9.78506  0.124
H  -0.65512  -0.92267  -8.04708  0.127
H  -1.56338  0.12138  -9.11092  0.131
N  -1.56967  1.43326  2.42666  -0.051
C  -2.98839  1.62267  2.31617  -0.231
C  -3.66916  2.53774  3.06747  -0.003
C  -5.05470  2.73046  2.88263  -0.056
C  -5.72488  2.01593  1.93376  -0.021
C  -5.04450  1.04490  1.16044  -0.144
C  -5.69073  0.24834  0.18720  0.009
C  -4.98091  -0.70646  -0.47363  -0.021
C  -3.62056  -0.89737  -0.15705  -0.153
N  -2.97292  -0.16770  0.72915  -0.003
C  -3.67091  0.82335  1.37193  -0.156
H  -1.24549  1.68124  3.36029  0.079
H  -1.09899  2.11220  1.80288  -0.036
H  -3.13621  3.13357  3.79745  0.122
H  -5.57303  3.46044  3.48754  0.112
H  -6.78214  2.16949  1.76669  0.119
H  -6.74396  0.40321  -0.00886  0.125
H  -5.43900  -1.34604  -1.21335  0.114
H  -3.03922  -1.69303  -0.61347  -0.011
Te  -0.76070  -2.94743  0.20180  0.268
C  2.87514  -3.38450  6.05528  -0.082
C  1.70440  -3.24773  5.06197  -0.625
C  0.75470  -4.43419  5.27771  -0.097
C  2.25753  -3.38222  3.63164  -0.098
Si  0.80918  -1.58527  5.38089  0.576
Br  -0.54702  -1.42326  3.50056  0.522
C  -0.48471  -1.57257  6.79476  -0.630
C  0.18463  -2.07866  8.08646  -0.082
C  -1.71440  -2.45127  6.51683  -0.112
C  -1.02996  -0.15965  7.04444  -0.102
C  1.92282  -0.02620  5.28508  -0.616
C  1.16403  1.23736  4.85051  -0.114
C  2.56467  0.22484  6.66351  -0.083
C  3.05519  -0.19797  4.26243  -0.087
H  3.35720  -4.35265  5.89544  0.093
H  2.55693  -3.35115  7.09610  0.070
H  3.63664  -2.62024  5.91136  0.064
H  1.29679  -5.35208  5.03855  0.091
H  -0.11505  -4.39120  4.62187  0.081
H  0.41662  -4.52013  6.30815  0.065
H  2.65155  -4.39626  3.52317  0.092
H  3.07155  -2.69725  3.41844  0.067
H  1.49363  -3.25633  2.86515  0.030
H  0.46995  -3.12628  8.01385  0.067
H  -0.53011  -1.99484  8.90958  0.092
H  1.06795  -1.50650  8.36455  0.072
H  -1.47745  -3.49168  6.32686  0.062
H  -2.29567  -2.08010  5.67346  0.051
H  -2.35762  -2.41748  7.40051  0.091
H  -0.26808  0.55306  7.34912  0.064
H  -1.76538  -0.21203  7.85173  0.092
H  -1.54127  0.23378  6.16392  0.069
H  0.25759  1.42818  5.41992  0.056
H  0.90993  1.18170  3.78886  0.027
H  1.82496  2.09805  4.97832  0.096
H  1.84005  0.50049  7.42603  0.065
H  3.27543  1.05110  6.57582  0.092
H  3.12079  -0.63910  7.02775  0.074
H  2.67865  -0.41422  3.26156  0.070
H  3.76152  -0.97537  4.54105  0.068
H  3.61216  0.74154  4.20748  0.095
O  2.64194  2.22542  -5.54091  0.158
C  1.62029  2.75944  -4.87724  -0.329
O  0.67523  3.24564  -5.64759  0.140
C  1.52608  2.83927  -3.48537  -0.159
C  2.50908  2.27659  -2.62468  -0.003
C  2.33671  2.27290  -1.27472  -0.091
C  1.15389  2.81233  -0.68151  -0.703
S  0.88650  2.68586  0.97921  0.695
C  0.20211  3.41877  -1.55221  -0.093
C  0.37374  3.42810  -2.90108  0.000
H  3.34844  1.96149  -4.93611  0.119
H  3.41222  1.81810  -3.01541  0.119
H  3.07612  1.82894  -0.62269  0.117
H  -0.67839  3.86232  -1.10797  0.110
H  -0.37148  3.87916  -3.54077  0.128


(6)
ORCA calculation (ωB97M-V/def2-TZVPD) on an isolated molecule of C4H6N2O2 in a non-equilibrium geometry.

Computed properties:
LUMO energy   0.47 eV
SMILES   O[C@@H]1[C@@H]2NN=CO[C@@H]12
E   -11311.779 eV
Charge   0

Last column: natural (NBO) charge in e.
Positions of all 14 atoms, in Å:
O  -2.51141  0.33611  -0.44088  -0.701
C  -1.49741  0.06452  0.55559  0.103
C  -0.03022  0.42924  0.46848  -0.091
N  0.81805  1.45862  -0.02228  -0.478
N  1.92338  0.65588  -0.19723  -0.299
C  1.75566  -0.53596  -0.18629  0.276
O  0.67425  -1.37298  0.06397  -0.492
C  -0.42010  -0.73929  -0.26773  -0.035
H  -2.80580  -0.68948  -0.86953  0.484
H  -1.80683  -0.09446  1.69327  0.203
H  0.57647  0.04193  1.33521  0.225
H  0.95753  2.19209  -0.74939  0.418
H  2.79278  -1.08442  -0.03923  0.193
H  -0.42633  -0.66179  -1.34396  0.193


(7)
ORCA calculation (ωB97M-V/def2-TZVPD) on a cluster of 13 separate species, H26O13 in total in a non-equilibrium geometry.

Computed properties:
LUMO energy   0.03 eV
E   -27039.871 eV
Charge   0

Last column: natural (NBO) charge in e.
Positions of all 39 atoms, in Å:
O  -2.08223  -0.76606  -2.27341  -0.950
H  -2.57295  -1.53099  -2.06534  0.449
H  -1.30226  -1.08815  -2.62143  0.482
O  2.02931  1.33932  1.07591  -0.942
H  2.95636  1.01243  1.18487  0.504
H  2.20123  2.20071  0.72923  0.492
O  2.07260  1.81008  3.74881  -0.946
H  2.72697  2.47064  3.82368  0.457
H  2.13591  1.47144  2.87712  0.472
O  -3.61208  1.27667  -1.09714  -0.968
H  -3.83464  1.63818  -0.21782  0.459
H  -3.29365  0.37336  -0.82011  0.486
O  0.13529  0.38194  -0.36518  -1.024
H  -0.62698  0.14799  0.16954  0.504
H  0.73512  0.69517  0.34756  0.494
O  -2.87474  -0.67710  0.64796  -0.919
H  -2.55444  -1.48368  0.24662  0.470
H  -3.79387  -0.86814  0.68665  0.472
O  -0.28210  -0.52778  2.57587  -0.980
H  0.59089  -0.91657  2.61889  0.508
H  -0.56017  -0.30207  3.47104  0.487
O  2.34390  0.46124  -2.01888  -0.957
H  1.67905  0.56949  -1.35896  0.494
H  2.22078  1.08685  -2.68753  0.481
O  -0.47352  1.84240  -2.96934  -0.977
H  -1.35178  1.83116  -3.29804  0.480
H  -0.50387  1.38111  -2.13712  0.493
O  -1.26584  1.89976  2.16438  -0.960
H  -0.83629  1.04338  2.27674  0.476
H  -1.04598  2.13858  1.31122  0.453
O  1.28765  -2.91986  -0.39484  -0.983
H  0.83657  -2.35409  -1.06026  0.514
H  0.91795  -3.79513  -0.38227  0.481
O  0.43643  -1.45658  -2.95149  -0.998
H  1.08221  -0.72223  -2.75634  0.510
H  0.18722  -1.27175  -3.86678  0.483
O  2.17677  -1.79682  1.95391  -0.973
H  1.79429  -1.94031  1.11736  0.501
H  2.32089  -2.65458  2.31489  0.475


(8)
ORCA calculation (ωB97M-V/def2-TZVPD) on a cluster of 7 separate species, C6H24O8 in total in a non-equilibrium geometry.

Computed properties:
LUMO energy   0.19 eV
SMILES   CC(C)CCC(=O)O.O.O.O.O.O.O
E   -22991.742 eV
Charge   0

Last column: natural (NBO) charge in e.
Positions of all 38 atoms, in Å:
C  -2.61486  -0.84006  0.83154  -0.613
C  -1.22315  -1.45517  0.47168  -0.220
C  -1.30412  -2.86803  -0.11022  -0.623
C  -0.41139  -1.38260  1.76718  -0.373
C  1.11522  -1.83031  1.58150  -0.532
C  1.70665  -1.30978  0.31202  0.820
O  1.78079  -1.84386  -0.77369  -0.625
O  2.19403  -0.06175  0.49184  -0.757
H  -2.85241  -1.16303  1.85944  0.198
H  -2.70026  0.19721  0.64637  0.238
H  -3.36644  -1.31001  0.17857  0.204
H  -0.83359  -0.82879  -0.36759  0.194
H  -0.27414  -3.13060  -0.39330  0.220
H  -1.83606  -2.88301  -1.03607  0.216
H  -1.58396  -3.61553  0.59910  0.203
H  -0.32685  -0.30052  1.93570  0.197
H  -0.67508  -1.87830  2.68157  0.225
H  1.70733  -1.41102  2.45016  0.230
H  1.28713  -2.86898  1.83358  0.240
H  2.56271  0.38126  -0.31242  0.531
O  -2.07475  2.28443  1.01765  -0.956
H  -2.14114  3.25121  1.01527  0.477
H  -1.31680  2.19024  1.61526  0.491
O  0.24990  2.50497  -3.05114  -1.028
H  -0.15554  1.66068  -3.24968  0.491
H  0.07631  2.96524  -2.19924  0.507
O  0.75907  -0.60845  -3.03072  -0.973
H  1.36061  -1.24373  -3.44594  0.479
H  0.77772  -0.94448  -2.11440  0.490
O  0.90118  2.19065  1.94154  -1.001
H  1.30355  1.35060  1.71086  0.507
H  1.49657  2.84683  2.32136  0.498
O  -0.24831  3.04515  -0.48968  -0.970
H  -1.14537  2.71563  -0.58818  0.494
H  0.21964  2.38789  0.03045  0.489
O  2.86421  1.00563  -1.97017  -0.958
H  2.11577  0.94635  -2.59720  0.520
H  2.60583  1.85408  -1.56300  0.469


Energy relative to the best compared isomer or geometry (same formula, charge and spin)? In order: 0.0 313.8 241.2 0.0 73.4 893.7 200.3 67.1 kJ/mol.
Kohn-Sham gap? In order: 8.51 9.11 7.69 10.21 4.84 8.99 10.49 10.76 eV.